A cluster of 2 separate species, C5H14NO2 in total in a non-equilibrium geometry, computed with wB97M-V/def2-TZVPD.

XYZ file:
```
22
Properties=species:S:1:pos:R:3
C -0.349 0.620 -0.560
O -0.254 1.726 0.277
C -0.378 -0.772 0.254
C 1.010 -1.051 0.768
C 1.767 -0.246 1.870
C 2.806 -0.646 2.580
N -1.392 -0.749 1.328
H -1.343 0.565 -1.008
H 0.468 0.405 -1.297
H 0.703 1.867 0.351
H -0.725 -1.651 -0.319
H 1.792 -0.993 -0.016
H 1.062 -2.115 1.059
H 1.177 0.609 2.177
H 3.320 -1.598 2.658
H 3.464 0.160 2.942
H -1.493 -1.667 1.760
H -1.067 -0.040 2.040
H -2.149 -0.120 1.042
H -2.491 2.598 -6.281
H -2.813 1.104 -5.733
O -3.116 1.992 -5.893
```

- Total charge: +1
- E_HOMO: -13.31 eV
- Relative energy (zero: lowest compared OMol25 entry of this formula, charge and spin): 3.867 eV
- DFT total energy: -10987.9377 eV
- Orbital gap: 0.3557 Ha

---

The ion C5H14NO2 with charge +1 in a non-equilibrium geometry, computed with wB97M-V/def2-TZVPD.

XYZ file:
```
22
Properties=species:S:1:pos:R:3
C 1.298 -1.705 -0.178
C -0.172 1.857 -0.370
C -1.571 -0.309 -0.478
C 1.174 -0.284 -0.493
C -0.312 0.416 0.009
N -0.266 0.320 1.467
O -1.724 -1.325 0.467
O 2.073 0.356 0.401
H 1.063 -1.932 0.833
H 2.211 -2.144 -0.449
H 0.571 -2.504 -0.679
H 0.458 2.411 0.233
H 0.129 2.114 -1.422
H -1.216 2.445 -0.220
H -2.360 0.339 -0.340
H -1.601 -0.786 -1.392
H 1.178 -0.110 -1.490
H -1.163 0.540 1.934
H 0.455 1.024 1.883
H -0.037 -0.579 1.855
H -2.516 -1.885 0.564
H 2.923 0.627 0.173
```

- Total charge: +1
- E_HOMO (alpha / beta): -7.02 / -15.23 eV
- Relative energy (zero: lowest compared OMol25 entry of this formula, charge and spin): 5.751 eV
- DFT total energy: -10981.3195 eV
- Spin multiplicity: 3
- Orbital gap (alpha / beta): 0.1530 / 0.1878 Ha

---

A cluster of 2 separate species, C5H14NO2 in total in a non-equilibrium geometry, computed with wB97M-V/def2-TZVPD.

XYZ file:
```
22
Properties=species:S:1:pos:R:3
C 0.084 2.221 -0.719
O 0.050 2.740 0.634
C 1.285 1.245 -1.013
C 0.749 -0.187 -0.782
C 0.384 -0.498 0.595
C 0.327 0.178 1.756
N 0.105 -1.954 0.715
H -1.057 1.824 -0.821
H 0.105 3.179 -1.302
H 0.110 3.663 0.791
H 2.125 1.409 -0.349
H 1.723 1.421 -1.995
H -0.215 -0.192 -1.460
H 1.371 -0.989 -1.267
H 0.557 1.200 2.099
H 0.256 -0.419 2.742
H 0.288 -2.416 1.652
H 0.689 -2.413 -0.055
H -0.929 -2.160 0.374
H -3.065 -1.934 -0.549
H -2.565 -3.345 -0.853
O -2.379 -2.572 -0.193
```

- Total charge: +2
- E_HOMO (alpha / beta): -17.86 / -17.77 eV
- Relative energy (zero: lowest compared OMol25 entry of this formula, charge and spin): 1.878 eV
- DFT total energy: -10974.9356 eV
- Spin multiplicity: 2
- Orbital gap (alpha / beta): 0.3229 / 0.1552 Ha

---

The ion C5H14NO3Si with charge +1 in a non-equilibrium geometry, computed with wB97M-V/def2-TZVPD.

XYZ file:
```
24
Properties=species:S:1:pos:R:3
C -2.845 -0.536 -1.221
O -2.113 -0.176 -0.134
C -1.948 1.236 0.085
C -0.954 1.386 1.266
N 0.367 1.403 0.782
Si 1.407 0.179 0.373
O 2.790 0.687 -0.269
C 3.916 0.281 -1.087
O 1.431 -1.418 0.501
C 0.420 -2.398 0.999
H -3.870 -0.091 -1.290
H -2.371 -0.249 -2.132
H -2.946 -1.583 -1.265
H -2.954 1.627 0.423
H -1.647 1.731 -0.789
H -1.316 2.390 1.515
H -1.159 0.704 2.016
H 0.380 2.294 0.182
H 4.823 0.097 -0.352
H 4.111 1.006 -1.760
H 3.650 -0.689 -1.570
H -0.538 -1.927 1.270
H 0.898 -2.602 1.970
H 0.470 -3.350 0.484
```

- Total charge: +1
- E_HOMO: -13.42 eV
- Relative energy (zero: lowest compared OMol25 entry of this formula, charge and spin): 1.908 eV
- DFT total energy: -20915.5705 eV
- Orbital gap: 0.3487 Ha
- SMILES: COCC[NH+]=[Si](OC)OC

---

The ion C5H14NOS with charge +1 in a non-equilibrium geometry, computed with wB97M-V/def2-TZVPD.

XYZ file:
```
22
Properties=species:S:1:pos:R:3
C -1.588 3.262 -1.688
S -0.910 1.607 -1.996
C -0.078 1.264 -0.444
C 0.655 -0.112 -0.543
C 0.143 -1.114 0.426
N 0.549 -0.596 1.820
C 0.761 -2.524 0.183
O 0.821 -3.072 1.517
H -1.736 3.550 -2.775
H -1.062 4.111 -1.235
H -2.610 3.196 -1.295
H -0.931 1.184 0.314
H 0.544 2.043 -0.034
H 0.518 -0.547 -1.541
H 1.767 -0.042 -0.572
H -0.948 -1.099 0.490
H 0.887 0.363 1.696
H 1.218 -1.232 2.300
H -0.116 -0.707 2.600
H 1.691 -2.473 -0.358
H -0.072 -3.058 -0.324
H 0.499 -4.002 1.462
```

- Total charge: +1
- E_HOMO: -11.80 eV
- Relative energy (zero: lowest compared OMol25 entry of this formula, charge and spin): 1.018 eV
- DFT total energy: -19777.2847 eV
- Orbital gap: 0.3109 Ha
- SMILES: CSCC[C@H]([NH3+])CO

---

A cluster of 2 separate species, C5H14NP in total in a non-equilibrium geometry, computed with wB97M-V/def2-TZVPD.

XYZ file:
```
21
Properties=species:S:1:pos:R:3
C -0.342 1.075 1.396
C -0.345 1.593 -0.934
C -2.314 0.509 -0.015
C 2.981 -2.383 -0.032
C -0.783 0.499 -0.011
N -0.097 -0.702 -0.340
P 1.703 -3.270 -1.056
H 0.750 1.174 1.577
H -0.845 2.074 1.488
H -0.705 0.489 2.156
H -0.447 2.528 -0.351
H -1.020 1.578 -1.763
H 0.727 1.492 -1.431
H -2.657 -0.174 -0.700
H -2.618 0.387 1.059
H -2.676 1.558 -0.184
H 3.908 -2.328 -0.488
H 3.104 -2.499 0.985
H 2.492 -1.364 -0.142
H -0.432 -1.501 0.090
H -0.383 -0.736 -1.305
```

- E_HOMO (alpha / beta): -7.85 / -7.84 eV
- Relative energy (zero: lowest compared OMol25 entry of this formula, charge and spin): 3.408 eV
- DFT total energy: -16187.0143 eV
- Orbital gap (alpha / beta): 0.2631 / 0.2626 Ha

---

A cluster of 2 separate species, C5H14NS in total, computed with wB97M-V/def2-TZVPD.

XYZ file:
```
21
Properties=species:S:1:pos:R:3
C -0.367 2.155 -0.845
C -0.850 1.060 -1.813
C -2.218 0.524 -1.370
S -2.120 -0.521 0.132
H -1.086 2.980 -0.917
H 0.622 2.533 -1.109
H -0.416 1.764 0.168
H -0.847 1.441 -2.841
H -0.156 0.214 -1.759
H -2.702 -0.037 -2.174
H -2.861 1.384 -1.148
C 2.173 -0.599 1.196
C 1.262 -1.819 1.090
N 0.283 -1.780 2.182
H 2.688 -0.573 2.158
H 2.944 -0.581 0.415
H 1.600 0.324 1.102
H 0.756 -1.798 0.120
H 1.868 -2.726 1.172
H -0.516 -1.239 1.826
H -0.057 -2.706 2.416
```

- Total charge: -1
- E_HOMO: -2.55 eV
- Relative energy (zero: lowest compared OMol25 entry of this formula, charge and spin): 0.064 eV
- DFT total energy: -17738.3344 eV
- Orbital gap: 0.2431 Ha

---

The ion C5H14NS2 with charge +1 in a non-equilibrium geometry, computed with wB97M-V/def2-TZVPD.

XYZ file:
```
22
Properties=species:S:1:pos:R:3
C 0.226 -4.055 -1.535
C 0.757 -2.886 -0.706
S 0.349 -1.287 -1.252
S -0.279 0.202 -0.192
C 0.620 1.063 1.113
C -0.132 2.316 1.495
C 0.093 3.580 0.586
N -1.667 2.185 1.270
H 0.201 -4.803 -0.751
H 1.011 -4.394 -2.240
H -0.576 -4.026 -2.264
H 0.288 -3.048 0.293
H 1.826 -3.004 -0.404
H 0.853 0.446 1.999
H 1.675 1.345 0.990
H 0.079 2.541 2.542
H -0.771 4.223 0.421
H 0.617 3.506 -0.356
H 0.769 4.194 1.170
H -1.993 2.259 0.311
H -2.269 2.770 1.862
H -1.898 1.236 1.589
```

- Total charge: +1
- E_HOMO: -11.64 eV
- Relative energy (zero: lowest compared OMol25 entry of this formula, charge and spin): 2.788 eV
- DFT total energy: -28564.0436 eV
- Orbital gap: 0.3019 Ha
- SMILES: CCSSC[C@@H](C)[NH3+]

---

A cluster of 2 separate species, C5H14NS2 in total in a non-equilibrium geometry, computed with wB97M-V/def2-TZVPD.

XYZ file:
```
22
Properties=species:S:1:pos:R:3
C 2.284 2.603 -0.795
C 1.086 1.727 -0.413
C 1.030 0.014 1.476
N 1.426 1.082 0.881
H 2.613 3.112 0.074
H 3.115 2.005 -1.141
H 1.897 3.308 -1.549
H 0.168 2.380 -0.205
H 0.727 1.044 -1.157
H 1.503 -0.239 2.411
H 0.197 -0.488 1.010
H 2.235 1.554 1.317
C -2.132 -1.060 1.124
C -1.609 -1.501 -0.270
S -1.493 -3.293 -0.409
S -0.976 -3.441 -2.433
H -1.617 -1.513 2.001
H -3.204 -1.332 1.249
H -2.022 0.018 1.297
H -0.655 -1.068 -0.598
H -2.383 -1.155 -0.960
H -2.193 -3.758 -2.909
```

- Total charge: +1
- E_HOMO: -11.89 eV
- Relative energy (zero: lowest compared OMol25 entry of this formula, charge and spin): 1.925 eV
- DFT total energy: -28564.9064 eV
- Orbital gap: 0.2489 Ha

---

A cluster of 2 separate species, C5H14O in total in a non-equilibrium geometry, computed with wB97M-V/def2-TZVPD.

XYZ file:
```
20
Properties=species:S:1:pos:R:3
C 2.499 1.892 0.287
C 1.731 0.756 -0.366
C 1.494 -0.496 0.409
O 0.446 1.263 -0.871
H 3.546 1.595 0.389
H 2.185 2.167 1.297
H 2.399 2.897 -0.130
H 2.124 0.717 -1.384
H 1.326 -0.361 1.468
H 0.759 -1.141 -0.027
H 2.385 -1.120 0.746
H -0.278 0.761 -0.501
C -2.935 -0.487 -0.283
C -2.108 -1.756 -0.013
H -3.347 -0.022 0.602
H -2.479 0.314 -0.886
H -3.840 -0.761 -0.846
H -1.076 -1.445 0.116
H -2.269 -2.455 -0.835
H -2.565 -2.317 0.828
```

- E_HOMO: -9.90 eV
- Relative energy (zero: lowest compared OMol25 entry of this formula, charge and spin): 1.617 eV
- DFT total energy: -7458.1688 eV
- Orbital gap: 0.4008 Ha
- SMILES: CC(C)O.CC

---

A cluster of 2 separate species, C5H14O in total in a non-equilibrium geometry, computed with wB97M-V/def2-TZVPD.

XYZ file:
```
20
Properties=species:S:1:pos:R:3
C 0.629 1.675 0.701
C -0.303 1.622 -0.514
C -1.545 0.749 -0.326
O -0.761 3.022 -0.658
H 1.558 1.137 0.524
H 0.198 1.076 1.497
H 0.791 2.696 0.990
H 0.152 1.402 -1.459
H -2.282 1.265 0.280
H -2.023 0.588 -1.293
H -1.280 -0.177 0.186
H -1.168 3.138 -1.536
C 1.257 -1.967 -0.282
C 0.221 -2.560 0.681
H 0.988 -0.999 -0.676
H 2.208 -1.896 0.240
H 1.449 -2.648 -1.116
H 0.646 -3.376 1.260
H -0.617 -2.909 0.077
H -0.118 -1.836 1.423
```

- E_HOMO: -10.17 eV
- Relative energy (zero: lowest compared OMol25 entry of this formula, charge and spin): 0.737 eV
- DFT total energy: -7459.0485 eV
- Orbital gap: 0.4090 Ha
- SMILES: CC(C)O.CC